# 1
{
  "formula": "C5H12O2",
  "method": "ωB97M-V with the def2-TZVPD basis set",
  "spin_multiplicity": 1,
  "orbital_gap_ev": 9.93,
  "relative_energy_kj_mol": 227.3,
  "largest_force_ev_per_a": 1.526,
  "total_energy_ha": -348.1183,
  "homo_energy_ev": -9.239,
  "elements": ["C", "C", "C", "C", "C", "H", "H", "H", "H", "H", "H", "H", "H", "O", "H", "H", "O", "H", "H"],
  "positions_angstrom": [[-0.17628, -0.61340, -0.75245], [0.82006, -0.62251, -1.63373], [1.32782, 0.58893, -2.37957], [1.23181, 1.88864, -1.65552], [2.04860, 2.24671, -0.68772], [-0.59486, -1.53819, -0.41987], [-0.46764, 0.37056, -0.40600], [1.08563, -1.57025, -2.10493], [0.76526, 0.58458, -3.31933], [2.36930, 0.40752, -2.61902], [0.41013, 2.54788, -1.92373], [1.97148, 3.15708, -0.10733], [2.85986, 1.57427, -0.45297], [-1.42834, 0.67314, 2.60232], [-1.03012, 0.40078, 3.43736], [-2.04523, 1.37896, 2.84628], [-2.61963, -3.32133, 2.61167], [-2.49755, -4.23709, 2.31898], [-1.77997, -3.07728, 3.01297]],
  "atomic_forces_ev_per_a": [[1.238, 0.733, -0.510], [-1.079, -0.390, -0.691], [0.303, -0.535, 0.168], [-0.898, 0.511, -0.149], [0.441, -0.124, 0.167], [-0.394, -0.138, 0.433], [-0.494, -0.319, 0.476], [0.265, 0.052, 0.258], [0.205, 0.261, -0.023], [0.299, -0.016, -0.252], [-0.027, -0.025, 0.030], [-0.104, 0.009, -0.168], [0.243, -0.025, 0.281], [-0.137, 0.223, 0.215], [-0.048, 0.053, -0.119], [0.197, -0.263, -0.098], [0.045, -0.384, -0.089], [-0.042, 0.355, 0.117], [-0.013, 0.023, -0.047]],
  "lowdin_charge": [0.008, -0.191, -0.232, -0.214, 0.001, 0.047, 0.054, 0.092, 0.113, 0.102, 0.099, 0.055, 0.063, -0.064, 0.031, 0.038, -0.066, 0.037, 0.027]
}

# 2
{
  "formula": "C5H12O2",
  "method": "ωB97M-V with the def2-TZVPD basis set",
  "spin_multiplicity": 1,
  "orbital_gap_ev": 8.76,
  "relative_energy_kj_mol": 456.1,
  "largest_force_ev_per_a": 0.690,
  "total_energy_ha": -348.0311,
  "homo_energy_ev": -7.986,
  "elements": ["C", "O", "C", "C", "C", "C", "O", "H", "H", "H", "H", "H", "H", "H", "H", "H", "H", "H", "H"],
  "positions_angstrom": [[-0.80642, 2.56518, -0.48303], [-0.71641, 0.84090, -0.29962], [0.42590, 0.15779, 0.31079], [0.64081, 0.64765, 1.73203], [0.21057, -1.35006, 0.21801], [0.00022, -1.87283, -1.20463], [-1.25471, -1.53580, -1.74593], [0.14251, 2.83139, 0.03415], [-1.45982, 0.91921, 0.31478], [-0.51980, 2.58163, -1.55175], [1.26024, 0.46282, -0.33099], [-0.20066, 0.35919, 2.37354], [0.75142, 1.73438, 1.76686], [1.54716, 0.19544, 2.14686], [-0.65375, -1.63551, 0.83291], [1.09075, -1.83870, 0.65829], [0.82730, -1.52418, -1.84690], [0.03984, -2.96653, -1.19598], [-1.32516, -0.57195, -1.72941]],
  "atomic_forces_ev_per_a": [[0.651, 0.014, -0.227], [-0.169, 0.291, 0.107], [0.179, 0.026, 0.069], [0.020, -0.001, 0.037], [-0.076, 0.035, 0.007], [0.370, -0.157, 0.161], [-0.110, 0.232, -0.072], [-0.286, -0.072, -0.115], [-0.061, -0.357, 0.087], [-0.125, 0.011, 0.179], [-0.106, -0.040, 0.070], [0.092, 0.025, -0.096], [-0.021, -0.175, -0.009], [-0.126, 0.051, -0.072], [0.096, 0.045, -0.055], [-0.118, 0.102, -0.090], [-0.154, -0.028, 0.061], [0.018, 0.148, 0.012], [-0.075, -0.150, -0.053]],
  "lowdin_charge": [0.022, -0.195, -0.365, -0.039, -0.137, -0.265, -0.059, -0.039, 0.113, -0.029, 0.158, 0.095, 0.074, 0.092, 0.131, 0.128, 0.123, 0.120, 0.074]
}